[1]
A structure of composition C9H13BrClFeI2NOP at a distorted geometry, computed with the ωB97M-V functional and the def2-TZVPD basis.

XYZ file:
```
30
Properties=species:S:1:pos:R:3:forces:R:3:lowdin_charge:R:1
I -1.362 2.364 -0.347 0.577 0.513 0.165 0.9994
I -0.899 -2.481 -0.503 0.952 0.116 0.192 0.8628
Br -2.073 -1.830 5.057 0.208 0.350 -0.148 0.8517
Fe 0.506 -0.328 0.019 0.807 0.048 1.220 0.1211
Cl 2.647 0.098 -0.131 -1.078 -0.236 -0.077 0.2237
P 0.258 -0.018 -2.375 0.129 -0.525 -2.086 0.6623
O -2.991 -0.198 0.233 3.408 1.709 -0.494 0.0236
N 0.152 0.003 2.145 -0.616 0.240 -0.547 -0.0773
C -0.852 -0.609 2.817 0.878 -0.410 0.534 -0.1845
C 1.132 -1.422 -3.149 0.041 -0.058 0.426 -0.2560
C -0.830 -0.685 4.211 -0.467 0.061 -0.147 -0.6355
C -1.415 -0.019 -3.087 -0.023 0.028 0.471 -0.2576
C 1.001 0.846 4.225 -0.363 -0.374 -0.176 0.0060
C -1.902 0.204 0.056 -5.020 -1.655 0.889 -0.7955
C 1.084 1.452 -3.064 0.168 0.299 0.719 -0.2277
C 0.083 0.072 4.951 0.206 0.143 -0.732 -0.0316
C 1.028 0.758 2.833 0.066 -0.044 0.508 -0.1246
H 1.718 1.485 4.721 -0.024 -0.041 0.032 0.1297
H -1.620 -1.128 2.249 0.258 -0.025 0.157 0.0632
H 0.539 -2.337 -3.020 0.242 0.309 -0.243 0.0098
H 1.290 -1.185 -4.211 -0.082 -0.068 0.291 0.0810
H -1.948 -0.916 -2.750 0.032 0.276 -0.313 0.0213
H -1.296 -0.020 -4.178 -0.056 0.028 0.195 0.0875
H 2.043 1.599 -2.551 -0.190 0.001 -0.236 0.0438
H 0.458 2.339 -2.905 0.204 -0.243 -0.179 0.0314
H 0.063 0.055 6.040 0.070 0.020 -0.295 0.1331
H 1.764 1.302 2.252 0.000 -0.124 0.121 0.0880
H -1.944 0.882 -2.754 0.022 -0.311 -0.362 0.0113
H 2.101 -1.559 -2.650 -0.154 0.010 -0.224 0.0535
H 1.264 1.275 -4.136 -0.195 -0.035 0.341 0.0863
```
Forces are in eV/Å.

E_LUMO (alpha / beta), Ha: -0.41336 / -0.39070
DFT total energy, hartree: -5714.74969
Kohn-Sham gap (alpha / beta), eV: 4.17 / 4.78
HOMO (alpha / beta), eV: -15.42 / -15.42
Charge: +2
Multiplicity: 6



[2]
The ion C12H15N3 with charge +2 at a distorted geometry, computed with the ωB97M-V functional and the def2-TZVPD basis.

XYZ file:
```
30
Properties=species:S:1:pos:R:3:forces:R:3:lowdin_charge:R:1
N -5.383 0.155 0.669 4.721 -0.169 -0.560 0.0671
N 4.382 -0.625 1.474 -1.048 -0.288 -1.506 -0.0092
N 2.236 0.235 -0.743 -2.050 0.890 0.010 -0.0891
C 0.123 1.044 0.563 2.070 -2.284 -2.798 0.0647
C 1.652 1.048 0.309 -3.545 -1.332 -0.901 0.0515
C 1.490 -0.601 -1.652 -3.397 1.398 2.352 0.0765
C -2.863 0.139 1.463 -2.147 0.092 -2.713 0.0633
C -2.326 0.115 -0.026 -3.649 -0.191 0.653 -0.0690
C -0.759 0.128 -0.353 2.273 0.626 0.294 -0.0905
C 3.751 0.301 -0.848 1.144 -0.852 0.153 -0.1072
C -4.407 0.173 1.760 2.057 -0.032 -2.442 0.0621
C -4.940 0.091 -0.702 2.545 0.053 0.434 0.0412
C -0.077 -0.686 -1.487 2.260 2.131 2.225 0.0798
C -3.448 0.081 -1.136 -0.186 0.069 4.173 0.0704
C 4.288 -0.991 0.010 -0.634 0.215 0.337 -0.2062
H -2.084 0.131 2.307 -1.700 -0.007 -1.257 0.1230
H 4.608 0.376 1.567 -0.098 -0.794 0.256 0.0680
H -6.393 0.175 0.902 0.875 -0.033 -0.324 0.1794
H -0.681 -1.339 -2.199 1.044 0.984 1.162 0.1251
H 3.448 -0.837 1.881 1.170 0.517 -0.020 0.0732
H 4.118 0.286 -1.930 -0.974 -0.115 1.364 0.1426
H -0.293 1.708 1.406 0.676 -1.236 -1.619 0.1326
H -4.833 0.225 2.829 0.821 -0.132 -1.984 0.1561
H 2.021 -1.203 -2.471 -0.663 1.199 1.550 0.1653
H 5.260 -1.414 -0.414 -1.246 0.888 0.632 0.1295
H 3.483 -1.823 -0.038 1.463 1.273 -0.263 0.1254
H -5.738 0.046 -1.516 1.131 0.120 1.449 0.1518
H -3.083 0.054 -2.214 -1.151 0.070 1.559 0.1245
H 2.305 1.716 0.980 -0.829 -1.366 -1.527 0.1551
H 4.146 1.289 -0.391 -0.934 -1.696 -0.690 0.1430
```
Forces are in eV/Å.

E_LUMO, Ha: -0.31726
DFT total energy, hartree: -629.68183
Kohn-Sham gap, eV: 6.45
HOMO, eV: -15.09
Charge: +2
Multiplicity: 1



[3]
A structure of composition C25H28Cl5O2Pd at a distorted geometry, computed with the ωB97M-V functional and the def2-TZVPD basis.

XYZ file:
```
61
Properties=species:S:1:pos:R:3:forces:R:3:lowdin_charge:R:1
Pd -0.223 -0.405 3.141 1.083 1.491 1.198 0.8773
Cl 3.604 3.783 3.992 0.404 0.325 -0.128 0.6453
Cl 2.884 3.958 7.035 0.241 0.339 0.312 0.6458
Cl -0.363 -0.335 6.436 -0.364 0.000 0.706 0.7074
Cl 2.228 1.587 2.197 0.291 0.371 -0.268 0.7335
Cl 0.821 1.939 8.250 -0.029 0.049 0.611 0.6484
O 0.182 0.204 0.025 -0.315 0.716 -0.817 -0.2171
O 0.055 -0.136 -5.012 0.013 0.353 -1.844 -0.1171
C -2.477 -1.174 2.459 -1.719 1.260 -0.116 -0.2120
C 2.460 2.706 4.669 -0.919 -0.920 0.142 -0.7155
C -0.048 1.173 -5.661 0.027 0.160 0.337 -0.1507
C 1.191 -1.477 -6.768 0.068 -0.288 0.158 -0.0276
C 0.893 -2.268 4.159 0.652 -0.259 -0.518 -0.2069
C 1.785 1.758 3.855 0.427 1.160 1.587 -0.6856
C 1.212 1.872 6.589 0.090 -0.377 -1.246 -0.7179
C -2.369 -0.832 3.850 -0.857 0.353 -0.709 -0.2182
C 0.592 0.919 5.739 1.184 1.523 0.513 -0.6873
C -2.278 0.010 1.698 -0.652 -0.726 0.588 -0.1737
C 1.850 -1.564 3.367 0.214 -1.197 -0.241 -0.2156
C 0.064 1.575 -0.412 -0.043 -0.201 0.468 -0.2215
C -0.301 -0.661 -1.014 0.303 -0.252 0.416 -0.2139
C -0.073 -0.770 -6.334 0.019 0.287 -0.646 -0.5663
C 0.810 0.945 4.381 0.132 -0.437 -0.320 -0.2688
C 0.205 -2.352 1.953 0.491 -1.401 0.227 -0.2176
C -0.120 -2.765 3.284 0.755 -0.839 -0.931 -0.2042
C 0.099 1.524 -1.936 0.453 -0.494 0.241 -0.1627
C -1.951 1.071 2.597 -0.831 -0.129 0.326 -0.1967
C -1.289 -1.660 -6.448 0.072 -0.197 0.149 -0.0236
C -0.670 0.223 -2.200 -0.378 -0.059 0.135 -0.1696
C -2.100 0.570 3.935 -0.540 0.067 -0.709 -0.2497
C 2.149 2.775 6.046 -0.678 -0.824 -0.875 -0.7325
C -0.239 0.594 -7.052 -0.010 -0.636 0.489 -0.0871
C 1.416 -1.597 2.006 0.285 -0.511 0.210 -0.2213
H 0.876 1.749 -5.562 -0.124 0.019 0.291 0.1187
H 1.938 -1.184 1.144 -0.224 -0.056 0.405 0.0770
H 0.542 0.815 -7.769 0.061 0.087 -0.128 0.1054
H -1.220 0.734 -7.487 -0.118 0.131 -0.092 0.1064
H -2.038 1.153 4.844 0.179 -0.137 -0.176 0.0753
H -0.960 -3.389 3.580 0.170 0.317 -0.099 0.0924
H -2.511 -1.500 4.693 0.098 0.137 -0.197 0.0818
H 0.515 -1.367 -1.244 -0.166 0.187 -0.062 0.1208
H 1.149 1.378 -2.235 -0.259 0.224 -0.149 0.1174
H -0.326 -2.617 1.040 0.052 0.186 0.394 0.0813
H -0.912 1.737 -5.306 0.175 0.037 0.278 0.1175
H 1.381 -2.337 -6.121 0.153 0.079 0.010 0.0886
H -2.737 -2.144 2.059 0.123 0.025 0.046 0.0851
H -1.751 0.427 -2.148 0.204 -0.038 -0.230 0.1161
H 0.894 2.108 0.064 -0.224 0.007 -0.310 0.0625
H -2.456 0.120 0.634 0.399 -0.114 0.099 0.0812
H -1.151 -1.273 -0.654 0.278 0.400 -0.038 0.1052
H -1.385 -1.997 -7.486 -0.014 0.040 0.095 0.0885
H -0.408 -0.262 -3.142 -0.334 0.288 0.366 0.0782
H -0.874 2.044 -0.050 0.197 -0.369 -0.069 0.1137
H 2.767 -1.114 3.732 -0.278 0.114 -0.044 0.0913
H -1.156 -2.545 -5.820 -0.198 0.068 0.030 0.0893
H -0.324 2.411 -2.421 0.113 -0.186 0.082 0.1074
H -1.714 2.093 2.320 -0.126 -0.129 0.098 0.0833
H 1.060 -1.853 -7.788 0.009 0.060 0.063 0.0885
H 2.055 -0.803 -6.764 -0.150 -0.132 0.144 0.0906
H 0.954 -2.446 5.229 -0.059 0.167 -0.331 0.0676
H -2.206 -1.129 -6.172 0.191 -0.118 0.076 0.0918
```
Forces are in eV/Å.

E_LUMO (alpha / beta), Ha: 0.07542 / 0.07542
DFT total energy, hartree: -3548.59209
Kohn-Sham gap (alpha / beta), eV: 4.45 / 4.77
HOMO (alpha / beta), eV: -2.39 / -2.71
Charge: -1
Multiplicity: 3



[4]
A cluster of 2 separate species, CH3IO3P in total at a distorted geometry, computed with the ωB97M-V functional and the def2-TZVPD basis.

XYZ file:
```
9
Properties=species:S:1:pos:R:3:forces:R:3:lowdin_charge:R:1
I 2.998 0.030 1.960 0.518 -0.221 -0.559 0.1380
P 1.426 0.023 -0.094 -2.938 -0.299 0.631 0.0445
O 1.433 1.432 -0.583 0.697 -0.968 -0.377 -0.4988
O -2.478 -0.579 0.687 -0.433 1.242 -0.445 -0.0571
O 0.246 -0.525 0.659 0.707 0.269 -0.110 -0.5825
C -1.934 0.074 -0.162 2.176 -1.022 -1.940 -0.2493
H -1.261 1.021 -0.104 -1.696 -0.942 0.635 0.0796
H 1.350 -1.085 -1.086 1.657 1.120 0.350 0.0287
H -1.780 -0.391 -1.277 -0.686 0.821 1.815 0.0968
```
Forces are in eV/Å.

E_LUMO, Ha: 0.11455
DFT total energy, hartree: -904.75685
Kohn-Sham gap, eV: 8.16
HOMO, eV: -5.04
Charge: -1
Multiplicity: 1



ΔE to the lowest compared entry with this formula, charge and spin for the records above, in order: 3.1, 165.2, 0.0, 58.9 kcal per mole